Arrangement one

14
Properties=species:S:1:pos:R:3 method="wB97M-V/def2-TZVPD" homo_energy_ev=-8.06 homo_lumo_gap_ev=8.6 lumo_energy_ev=0.496
C 1.1556 1.8238 -0.3411
C 0.7896 0.4860 -0.1641
C 1.4200 -1.5435 0.0305
C -1.5575 0.3516 -0.0719
H 0.2954 2.4887 -0.8264
H 1.9638 2.2178 0.5086
H 1.8979 -2.6041 0.3305
H -0.4566 -2.2072 0.1060
H -1.1947 1.3016 0.2821
H -3.3685 0.0547 0.9961
N 1.8154 -0.3347 0.3429
N 0.0950 -1.5444 -0.7281
N -0.2648 -0.1254 -0.5032
N -2.5907 -0.3650 0.0381

Arrangement two

14
Properties=species:S:1:pos:R:3 method="wB97M-V/def2-TZVPD" homo_energy_ev=-8.32 homo_lumo_gap_ev=8.8 lumo_energy_ev=0.464
C 2.2898 -1.2229 0.6314
C 1.0973 1.4131 -0.5858
C -1.0520 0.4855 0.8286
C -1.4558 -0.7752 -1.0828
N 1.1551 -1.3690 0.6804
N 1.6904 2.2510 -0.1037
N 0.3754 0.5373 -1.1761
N -0.6999 0.1210 -0.5784
H -2.0669 0.1867 1.1005
H -0.1975 0.0772 1.4212
H -0.8732 1.6526 0.7866
H 3.2696 -0.9042 0.7811
H -2.2713 -1.3276 -0.5453
H -1.2609 -1.1255 -2.1577

arrangement two ends up most stable, edging out the next structure by 41.8 kcal/mol.

Arrangement one

12
Properties=species:S:1:pos:R:3 method="wB97M-V/def2-TZVPD" homo_energy_ev=-10.06 homo_lumo_gap_ev=10.4 lumo_energy_ev=0.323
C -1.7585 -0.1414 0.0275
C -0.1028 0.8283 -0.2431
C 1.4442 0.8851 -0.1163
C -0.3657 -0.3888 0.4763
H -0.3277 0.5429 -1.3947
H 2.2344 1.5814 -0.3808
H 0.8057 -2.0727 0.4692
H -0.2500 -0.1378 1.5762
N 1.8676 -0.3786 -0.1697
N 0.7598 -1.2737 -0.0700
O -2.7584 -0.7663 -0.3763
O -1.5488 1.3216 0.2017

Arrangement two

12
Properties=species:S:1:pos:R:3 method="wB97M-V/def2-TZVPD" homo_energy_ev=-9.63 homo_lumo_gap_ev=8.7 lumo_energy_ev=-0.964
C -0.7804 -0.1471 -0.1614
C 0.4956 -0.4714 -0.2471
C 1.7250 0.2960 -0.1048
C -1.3081 1.0652 0.2066
H -2.8231 -1.0729 -0.1691
H -1.1955 -2.0805 -0.2245
H 0.5445 -1.6664 -0.0350
H 2.6516 1.9117 0.4734
N -1.7623 -1.1455 0.0169
N -1.9486 2.0272 0.2544
O 1.5671 1.6176 -0.4533
O 2.8343 -0.3340 0.4441

arrangement two ends up most stable, edging out the next structure by 1.9 kcal/mol.

Arrangement one

12
Properties=species:S:1:pos:R:3 method="wB97M-V/def2-TZVPD" homo_energy_ev=-9.04 smiles="C=Cn1ncc(=O)o1" homo_lumo_gap_ev=8.4 lumo_energy_ev=-0.678
C 3.0977 -0.1371 -0.0495
C 1.7858 -0.4901 -0.0167
N 0.5964 0.0228 0.1303
N 0.2202 1.2977 0.1267
C -1.1028 1.1363 -0.0259
C -1.6766 -0.1439 -0.2108
O -2.7103 -0.6958 0.1124
O -0.5262 -0.8122 -0.1109
H 3.5546 0.8751 -0.3140
H 3.9927 -0.8760 0.0159
H 1.7221 -1.5288 0.4693
H -1.7189 2.1596 -0.1648

Arrangement two

12
Properties=species:S:1:pos:R:3 method="wB97M-V/def2-TZVPD" homo_energy_ev=-10.25 homo_lumo_gap_ev=9.3 lumo_energy_ev=-0.926
C -1.4532 -0.9755 0.0207
C -0.0606 -0.4180 -0.1359
C 1.2451 1.4270 0.0051
C -0.0610 0.9711 -0.1296
H -1.3630 -2.1118 -0.2849
H -1.7109 -1.1084 1.3558
H -2.3670 -0.2394 -0.4739
H 1.6097 2.3831 0.5151
N 0.8654 -1.3656 -0.2887
N 2.2600 0.5709 -0.0595
O 2.1294 -0.7238 -0.1858
O -1.0939 1.5902 -0.3383

arrangement one ends up most stable, edging out the next structure by 15.4 kcal/mol.